No. 1
Density functional theory data (the ωB97M-V functional and the def2-TZVPD basis) for a molecular structure, C26H81BrClIN3O23P at a distorted geometry.

Geometry as XYZ:
```
137
Properties=species:S:1:pos:R:3:forces:R:3:lowdin_charge:R:1
C -0.143 5.220 -0.534 0.4958 -0.0915 -0.4770 -0.131
C -0.292 3.935 -1.381 -0.2150 0.9300 0.7622 -0.352
C -0.744 2.747 -0.520 -0.2536 0.0148 -0.0622 -0.584
I -2.644 3.324 0.366 0.0693 0.1877 0.0202 1.084
C -0.608 1.327 -1.136 0.6191 0.1347 -1.0071 -0.420
C 0.783 1.339 -1.842 -0.3079 -0.1193 0.8187 -0.089
C 1.548 0.042 -1.803 0.3065 -0.3003 -0.8709 -0.219
N 2.721 -0.099 -2.265 0.1342 0.1495 -0.3514 0.112
O -0.537 0.209 -0.236 0.0786 0.5283 -0.1707 -0.106
C -0.179 0.226 1.101 0.4431 -1.1698 1.7723 -0.673
O -1.095 0.903 1.912 -0.2832 0.3843 -0.2809 -0.110
C -0.085 -1.263 1.488 -0.7054 0.1779 -0.5287 -0.140
C -0.482 -1.608 2.905 0.1301 -0.2621 0.3432 -0.188
C -0.031 -3.015 3.283 -0.6371 0.1718 0.4820 -0.135
C -0.049 -3.273 4.804 0.4950 -0.3319 -0.2958 -0.127
N -0.806 -2.347 5.611 -0.2799 0.4317 0.5479 -0.114
C -0.245 -1.597 6.608 -0.3268 0.7538 0.8338 -0.117
C -1.226 -0.829 7.205 -0.3065 -0.2512 -0.5244 -0.093
C -2.444 -1.098 6.524 0.5803 -0.9005 -0.4316 -0.106
C -2.149 -2.047 5.569 0.4201 -0.0647 0.0457 -0.105
P 1.481 1.043 1.508 -0.0206 1.1307 -0.4860 0.700
O 2.415 -0.265 1.165 0.5101 -0.2061 0.3654 -0.375
Cl 1.493 1.132 3.557 -0.0557 -0.1814 -0.0365 0.334
C -1.804 0.853 -2.045 -0.7573 -0.7066 1.1592 -0.632
Br -2.502 2.259 -3.188 0.1393 0.1349 -0.0798 0.980
C -1.589 -0.437 -2.881 -0.0224 0.2909 -1.0565 -0.151
C -1.660 -0.408 -4.426 0.5367 -0.7050 0.1876 -0.220
C -0.495 0.165 -5.252 -1.0229 0.2966 -0.3225 -0.197
C -0.910 1.302 -6.211 0.7043 -0.1149 0.0005 -0.198
C 0.139 2.410 -6.374 -0.5539 0.3125 -0.6005 -0.171
C -0.187 3.642 -5.566 0.5710 0.1038 -0.1091 -0.263
O 0.700 4.699 -5.901 0.1300 -0.0439 0.0577 -0.176
C 1.156 5.405 -4.765 -0.3222 -0.1700 -0.1661 -0.108
N -2.832 0.574 -1.018 -0.3713 0.2566 -0.5249 -0.134
C -4.239 0.613 -1.363 -0.3318 -1.5532 0.7146 -0.234
C -4.972 -0.282 -0.340 -0.5231 1.8015 -0.9755 -0.337
C -5.854 0.414 0.637 2.2906 -2.2445 1.4846 0.033
O -4.497 -0.241 0.939 0.1471 -0.4043 0.6195 -0.108
H 0.674 5.800 -0.956 0.1246 0.1544 -0.0636 0.074
H -1.015 5.854 -0.598 -0.2922 0.0126 0.3053 0.047
H 0.134 5.008 0.493 -0.1601 0.0063 0.2629 0.069
H 0.692 3.789 -1.803 0.0357 -0.4355 -0.3042 0.091
H -0.998 4.190 -2.157 0.0252 -0.3031 -0.3866 0.025
H -0.079 2.780 0.333 -0.0201 -0.2001 0.3427 0.030
H 0.741 1.807 -2.819 0.0113 -0.1924 -0.3589 0.116
H 1.395 1.996 -1.227 0.2098 0.1995 0.0057 0.102
H 1.128 -0.844 -1.352 -0.3116 0.0025 0.2034 0.105
H 3.043 0.773 -2.689 0.0872 0.1006 -0.0078 0.071
H -1.976 0.694 1.567 -0.1621 0.0772 -0.1411 0.059
H -0.802 -1.758 0.838 -0.0405 -0.1935 -0.2258 0.122
H 0.878 -1.666 1.210 -0.0206 -0.1183 0.0108 0.069
H -1.564 -1.577 2.967 -0.2064 0.1856 0.1605 0.101
H -0.115 -0.916 3.657 0.0943 0.1997 -0.1309 0.070
H -0.682 -3.741 2.817 0.0126 -0.1718 -0.3710 0.104
H 0.971 -3.191 2.906 0.2279 -0.1744 -0.0674 0.100
H 0.972 -3.201 5.163 -0.6051 -0.0126 -0.0210 0.075
H -0.353 -4.297 4.995 -0.3214 -0.1500 0.0262 0.114
H 0.783 -1.609 6.916 0.1668 -0.3698 -0.4028 0.101
H -1.102 -0.163 8.035 0.1572 0.1093 0.1679 0.087
H -3.419 -0.693 6.679 -0.1438 0.2063 0.1992 0.076
H -2.762 -2.527 4.833 -0.2339 -0.0320 -0.1007 0.122
H 3.335 0.020 1.208 0.1847 0.2044 -0.3613 0.060
H -2.399 -1.113 -2.623 -0.1969 -0.0191 0.3228 0.113
H -0.691 -0.977 -2.602 0.3466 0.1732 0.2669 0.107
H -2.619 -0.035 -4.762 -0.1533 0.3471 0.0172 0.081
H -1.700 -1.468 -4.676 -0.1061 -0.2164 0.0046 0.108
H -0.148 -0.619 -5.909 0.3436 -0.2866 0.1071 0.096
H 0.362 0.449 -4.660 0.1241 0.2221 0.4234 0.075
H -1.870 1.727 -5.936 -0.1322 0.1357 0.1491 0.065
H -1.053 0.862 -7.192 -0.1829 -0.1440 -0.1628 0.107
H 1.150 2.065 -6.191 0.1164 -0.1642 0.2038 0.101
H 0.115 2.737 -7.412 0.1396 0.0580 -0.1994 0.115
H -0.109 3.421 -4.502 -0.1566 0.0328 0.2611 0.071
H -1.196 3.974 -5.808 -0.3330 -0.0377 0.2157 0.123
H 1.603 6.336 -5.075 0.2606 0.0965 -0.1900 0.062
H 1.884 4.808 -4.213 0.1194 -0.0248 0.1711 0.091
H 0.319 5.649 -4.109 -0.1130 0.0367 0.2226 0.082
H -2.639 -0.336 -0.627 0.2849 -0.0219 0.0698 0.110
H -4.676 1.593 -1.236 0.2577 0.4434 -0.5095 0.067
H -4.483 0.145 -2.319 0.0468 0.5065 -0.4427 0.113
H -5.341 -1.236 -0.697 0.1110 -0.2544 -0.0313 0.144
H -5.620 1.385 1.033 -1.0034 0.7709 -0.7096 0.103
H -6.486 -0.291 1.151 -1.0927 0.7044 -0.0020 0.106
O 0.839 -6.301 5.996 -0.0258 0.1694 0.0145 -0.051
H 1.059 -7.102 6.480 0.0586 -0.0297 -0.0441 0.048
H 0.917 -5.601 6.654 -0.0634 -0.0752 0.0912 0.034
O -2.013 -3.960 8.501 0.0561 -0.1003 0.0501 -0.061
H -1.496 -3.493 7.835 -0.0185 0.0934 -0.0378 -0.005
H -2.614 -3.281 8.824 -0.0260 0.0332 -0.0214 0.034
O -3.159 5.864 -2.664 0.0915 0.0078 0.0001 -0.075
H -3.176 5.261 -1.911 -0.0421 -0.0558 0.0789 -0.042
H -3.202 5.288 -3.432 -0.0292 0.0040 -0.0299 0.009
O 0.008 -4.168 0.355 -0.0708 -0.0112 -0.3262 -0.036
H 0.752 -3.887 -0.194 -0.0578 0.2363 0.2629 0.002
H -0.741 -4.226 -0.247 0.0112 -0.1692 -0.0024 0.065
O 4.102 -1.876 3.087 -0.1640 -0.0001 0.0965 -0.028
H 4.944 -1.883 2.622 0.0702 -0.1312 0.0460 0.067
H 3.452 -1.532 2.462 0.0005 0.2368 0.3436 -0.010
O 4.487 -2.428 -3.441 -0.0733 -0.0563 -0.0829 -0.067
H 5.091 -2.551 -2.702 0.0324 0.0554 -0.0175 0.041
H 4.069 -1.571 -3.271 -0.0900 -0.1017 0.2902 -0.017
O 2.305 -0.167 -5.926 0.4000 0.0490 -0.0748 -0.049
H 2.383 -0.651 -5.098 -0.0203 -0.1224 0.0667 0.025
H 3.160 -0.288 -6.359 -0.0635 -0.0284 -0.1045 0.021
O 2.095 -6.257 -0.448 0.0143 -1.2501 0.9515 -0.090
H 2.621 -5.842 -1.143 -0.5129 -0.2188 0.5985 -0.019
H 1.494 -5.563 -0.153 0.0263 -0.4117 -0.0922 -0.025
O 2.670 -2.803 5.675 -2.4878 7.3977 -1.2472 -0.049
H 3.116 -2.334 6.386 -0.4619 0.9291 0.3022 0.117
H 3.115 -2.517 4.868 -0.1331 0.6445 -0.5613 0.072
O 3.982 -0.737 -8.409 0.1689 0.0472 -0.0212 -0.047
H 4.697 -0.759 -9.053 -0.0188 -0.0326 -0.0481 0.048
H 3.178 -0.753 -8.937 -0.0900 -0.0033 0.0946 0.056
O -3.757 0.986 8.397 -0.1250 -0.2885 0.3137 -0.075
H -4.474 1.401 7.911 0.0000 0.1315 -0.0058 0.027
H -2.972 1.373 8.000 -0.0245 0.1456 -0.0725 0.000
O 6.842 -0.674 -6.996 -0.0195 0.0134 -0.1082 -0.051
H 5.908 -0.730 -7.224 -0.0563 -0.0291 0.1359 -0.006
H 7.127 0.179 -7.337 0.0222 0.0302 0.0329 0.035
O -3.381 0.150 4.002 -0.2679 0.2201 -0.2224 -0.035
H -2.625 0.478 3.500 0.0515 -0.0427 0.1702 0.016
H -4.116 0.150 3.378 0.0876 -0.0064 -0.1093 0.028
O 1.815 8.503 -4.142 -0.0408 0.1016 -0.0328 -0.059
H 0.866 8.514 -4.304 -0.0245 -0.0168 0.0473 0.039
H 2.140 9.295 -4.580 0.0580 0.0145 0.0232 0.040
O 2.722 -3.225 0.544 0.1538 0.1943 0.1434 -0.040
H 2.960 -4.022 1.036 -0.0063 -0.1673 -0.1553 0.075
H 2.845 -2.507 1.172 -0.2266 -0.1850 -0.1970 -0.014
O 2.569 -4.423 -1.857 0.3558 1.2497 -1.6600 -0.060
H 3.217 -4.361 -2.569 0.0151 0.2284 -0.2059 0.060
H 2.248 -3.521 -1.774 0.2640 0.1580 0.1508 0.043
O -3.200 3.377 7.103 0.0811 0.2016 -0.1834 -0.043
H -2.977 4.157 7.619 -0.0178 -0.0158 0.0589 0.050
H -2.951 3.599 6.200 0.0007 -0.0609 -0.0221 0.049
O 3.506 -4.569 6.033 2.7570 -5.7844 1.2286 -0.102
H 2.632 -4.761 5.677 0.5272 -0.1860 0.1137 0.005
H 3.613 -3.615 5.924 0.9497 -2.8452 0.1940 -0.107
```
Forces are in eV/Å.

Summary:
HOMO-LUMO gap (eV): 7.2
Lowest unoccupied orbital energy (hartree): -0.01485
E_HOMO (eV): -7.6

No. 2
Density functional theory data (the ωB97M-V functional and the def2-TZVPD basis) for 18 unconnected molecules or ions with the total composition C26H88FN3O20P at a distorted geometry.

Geometry as XYZ:
```
139
Properties=species:S:1:pos:R:3:forces:R:3:lowdin_charge:R:1
C 0.592 -3.173 5.202 -0.2670 0.3540 0.2868 -0.091
C -0.844 -3.035 4.449 1.2148 1.5768 -0.0868 -0.136
C -0.618 -3.205 2.833 0.8436 -1.5639 2.7205 -0.418
N 0.059 -4.551 2.689 -0.8925 0.6949 -0.3801 0.079
O 0.347 -2.214 2.464 -0.6682 0.4062 -1.3316 -0.115
C 0.055 -1.468 1.272 -1.3923 0.2575 -0.6652 -0.396
P 1.620 -0.844 0.348 1.6790 0.0071 -0.6358 0.924
N 2.515 0.290 1.346 -1.9601 -0.8942 -0.1161 -0.174
O 0.948 0.110 -0.935 -0.9869 -1.0468 2.3941 -0.331
C -0.703 -2.430 0.192 0.7558 1.5189 -0.2270 -0.065
N -2.108 -2.538 0.756 1.2471 0.7756 -0.2785 0.100
C -2.041 -3.204 2.099 -2.8181 -1.7909 1.6730 -0.299
C -3.252 -2.562 2.983 0.4357 -0.1419 0.3228 -0.001
C -2.467 -4.774 1.931 -0.6187 -0.4155 -1.4602 -0.015
C -4.004 -4.958 1.476 -2.5367 -0.0671 2.1810 -0.307
O -4.960 -5.081 2.247 3.7520 0.4490 -3.3986 0.116
F -4.252 -4.968 0.054 0.9338 0.2459 2.5799 0.011
H 0.488 -2.940 6.328 -0.1134 -0.4871 -1.7781 0.085
H 1.034 -4.216 5.097 -0.4691 1.4435 0.1519 0.070
H 1.334 -2.381 4.813 -1.2269 -1.4126 0.3627 0.086
H -1.144 -1.933 4.631 0.0560 -1.9939 -0.2091 0.094
H -1.614 -3.770 4.860 1.0712 0.9588 -0.6221 0.122
H 1.084 -4.444 2.667 -0.5654 0.1867 0.2009 0.058
H -0.239 -5.147 3.483 0.6259 0.5701 -0.8270 0.090
H -0.612 -0.569 1.584 0.5790 -1.2289 -0.7129 0.128
H 1.918 0.838 1.981 0.6571 -0.1535 -0.1746 0.039
H 3.252 -0.219 1.853 -0.4775 0.4754 -0.3399 0.027
H -0.017 0.201 -0.743 0.7115 0.4791 -0.4122 0.029
H -0.190 -3.444 0.117 -0.8368 1.3337 0.1977 0.161
H -0.797 -1.916 -0.837 0.2813 -0.9422 1.5933 0.144
H -2.761 -2.951 0.071 0.0411 -0.0847 0.5355 0.174
H -2.403 -1.548 0.919 -0.0956 -0.8152 -0.3615 0.169
H -2.952 -1.565 3.458 -0.3578 -1.4439 -0.5808 0.088
H -4.202 -2.399 2.375 1.3372 -0.2809 0.4670 0.101
H -3.513 -3.338 3.792 0.3808 1.5112 -1.1604 0.111
H -2.396 -5.333 2.935 -0.0587 1.0368 -1.7288 0.150
H -1.845 -5.297 1.113 -0.7470 0.8226 1.5543 0.141
C 0.503 -0.125 -4.825 -0.0334 0.1690 0.2025 -0.152
O 0.658 -1.147 -3.849 0.0092 -0.2342 0.1738 -0.139
H 0.414 -0.588 -5.808 -0.0045 -0.0479 0.1351 0.088
H -0.401 0.451 -4.613 0.0262 0.1343 -0.2197 0.074
H 1.377 0.531 -4.810 -0.1298 0.1707 -0.1752 0.073
H 0.734 -0.712 -2.990 0.1931 -0.0541 -0.0591 0.031
C 4.324 -0.478 -6.157 -0.1915 -0.0934 0.0665 -0.151
O 3.882 -0.314 -4.816 -0.1767 0.0048 0.2106 -0.138
H 5.282 0.030 -6.277 -0.0908 -0.0094 0.0939 0.074
H 4.449 -1.542 -6.375 0.0686 0.0563 -0.2356 0.082
H 3.594 -0.040 -6.842 0.1377 -0.0687 -0.2160 0.070
H 3.034 -0.773 -4.739 0.2691 0.0284 0.1302 0.041
C -5.261 -1.732 -1.806 -0.1779 -0.1429 0.0181 -0.148
O -5.701 -1.571 -0.466 0.4095 -0.0028 0.3350 -0.141
H -4.301 -1.226 -1.925 -0.0938 0.0634 0.0797 0.064
H -5.140 -2.796 -2.027 0.0401 0.0299 -0.2534 0.076
H -5.991 -1.289 -2.488 0.1787 -0.0601 -0.1751 0.087
H -6.543 -2.028 -0.390 -0.3409 0.0799 0.0666 0.042
C 4.752 0.414 -9.982 -0.0450 0.1420 -0.0933 -0.149
O 3.635 -0.438 -10.213 -0.3324 -0.1414 -0.0121 -0.132
H 5.648 -0.198 -9.877 -0.1465 0.0004 -0.0035 0.061
H 4.875 1.094 -10.828 0.2065 0.0840 0.1862 0.058
H 4.593 0.985 -9.062 0.2030 0.1118 0.0051 0.070
H 2.858 0.127 -10.302 0.1416 -0.2122 0.0196 0.067
C 8.747 -0.731 -8.516 -0.1187 -0.2789 0.1130 -0.154
O 7.870 -1.146 -9.556 -0.1345 -0.1231 -0.1640 -0.138
H 9.129 0.262 -8.753 -0.1000 -0.1061 -0.0267 0.073
H 8.202 -0.693 -7.570 0.2201 0.1573 0.0930 0.070
H 9.583 -1.431 -8.439 0.1119 0.1348 0.1316 0.077
H 7.547 -2.024 -9.322 0.0364 0.1939 -0.1449 0.079
C -8.584 -3.173 1.976 0.1896 0.0214 0.1190 -0.140
O -7.940 -3.394 0.729 0.3518 0.1515 -0.3487 -0.135
H -9.661 -3.135 1.814 0.1422 -0.0183 -0.0926 0.084
H -8.351 -3.991 2.662 -0.1244 0.0759 0.1088 0.080
H -8.250 -2.224 2.402 -0.1547 -0.0143 0.1617 0.079
H -6.989 -3.424 0.901 -0.2247 -0.2996 0.0882 0.046
C -1.835 1.108 3.817 -0.0345 0.2601 0.4309 -0.133
O -1.686 0.080 4.784 -0.0272 -0.1719 0.1106 -0.146
H -1.925 0.654 2.829 0.0108 0.0056 0.0607 0.050
H -2.736 1.688 4.031 0.0330 0.1275 -0.2529 0.082
H -0.958 1.759 3.836 -0.0801 0.0615 -0.2498 0.079
H -1.608 0.509 5.647 0.0284 -0.0446 0.0287 0.058
C -0.947 4.298 2.354 0.0791 0.1575 -0.0659 -0.136
O -1.068 3.120 1.566 0.0705 -0.4135 -0.3797 -0.152
H -1.586 4.201 3.231 -0.0152 -0.0745 -0.1603 0.073
H 0.091 4.423 2.673 -0.0460 0.1483 0.0912 0.082
H -1.264 5.166 1.770 0.0073 0.0876 0.1907 0.085
H -0.493 3.234 0.798 -0.1405 -0.0293 0.1352 0.079
C 4.639 2.669 -13.679 -0.2222 -0.1332 0.0031 -0.154
O 4.195 2.832 -12.339 -0.1261 0.0465 0.1705 -0.143
H 5.595 3.177 -13.798 -0.1083 -0.0250 0.1169 0.080
H 4.765 1.605 -13.899 0.0948 0.0509 -0.1985 0.079
H 3.909 3.107 -14.365 0.1458 -0.0358 -0.1721 0.076
H 3.349 2.374 -12.262 0.1805 0.1452 0.0089 0.072
C -5.043 3.847 4.504 -0.3101 0.1435 -0.2180 -0.166
O -4.718 3.553 3.150 0.0317 -0.1411 -0.3046 -0.139
H -4.150 4.203 5.011 -0.1332 -0.1190 -0.1726 0.061
H -5.812 4.624 4.537 -0.0340 -0.0085 0.1592 0.081
H -5.403 2.943 5.000 0.0474 0.1249 0.2189 0.077
H -5.525 3.240 2.724 0.2258 0.0934 0.0182 0.075
C -2.814 2.023 -1.620 0.0759 0.3186 0.0182 -0.139
O -2.667 0.997 -0.646 0.3424 -0.6223 0.6034 -0.161
H -2.904 1.567 -2.606 0.0276 -0.0374 0.1423 0.086
H -3.715 2.603 -1.407 0.0517 0.0732 -0.1509 0.084
H -1.937 2.673 -1.603 -0.1470 0.1249 -0.2270 0.069
H -2.590 1.433 0.216 -0.0640 0.0453 -0.1724 0.057
C -0.264 1.562 8.886 -0.0337 -0.4310 0.1030 -0.139
O -1.144 1.160 7.839 -0.4127 -0.1007 -0.4443 -0.145
H 0.127 2.553 8.659 -0.0752 -0.1334 -0.0858 0.082
H -0.811 1.596 9.832 0.1536 0.1020 0.0654 0.089
H 0.563 0.858 8.960 -0.0731 0.2363 0.0728 0.063
H -1.473 0.282 8.067 -0.0094 0.2304 -0.0405 0.089
C 7.854 2.947 -7.566 0.0239 0.0863 0.2385 -0.156
O 8.008 1.931 -6.584 0.0019 -0.1085 0.1800 -0.141
H 7.769 2.478 -8.547 0.0013 -0.0414 0.1352 0.074
H 6.947 3.523 -7.362 0.0215 0.1146 -0.2078 0.076
H 8.725 3.607 -7.554 -0.0796 0.1104 -0.1877 0.078
H 8.080 2.371 -5.728 -0.0074 -0.1861 -0.1601 0.078
C 4.084 -4.534 3.168 0.1811 0.1528 0.0036 -0.128
O 2.974 -3.837 2.615 -0.0572 0.0911 -0.0543 -0.165
H 3.799 -5.573 3.335 -0.0524 0.1249 -0.0612 0.086
H 4.926 -4.497 2.474 0.0748 -0.1415 0.1304 0.084
H 4.366 -4.080 4.122 0.1219 -0.1598 0.0250 0.082
H 3.251 -2.923 2.478 -0.2330 -0.1906 -0.0566 0.066
C -2.981 5.616 -2.970 0.2085 0.1635 -0.1019 -0.155
O -1.902 4.773 -3.350 0.1898 -0.1132 0.0135 -0.140
H -3.809 4.995 -2.629 0.1249 -0.0099 -0.0576 0.071
H -2.666 6.276 -2.157 -0.2233 0.0830 0.0218 0.078
H -3.305 6.211 -3.828 -0.1792 0.0694 0.1367 0.080
H -1.184 5.346 -3.647 -0.1209 -0.2133 0.0156 0.079
C 3.393 1.035 10.524 0.1216 0.2576 0.0196 -0.140
O 2.291 1.730 9.953 0.2159 0.2289 0.0500 -0.157
H 3.107 -0.004 10.687 -0.0659 0.1267 -0.0480 0.082
H 4.246 1.072 9.842 0.1064 -0.1385 0.1396 0.078
H 3.660 1.489 11.481 0.1442 -0.1829 0.0240 0.080
H 2.570 2.644 9.820 -0.1054 -0.1879 0.0351 0.087
C -3.995 3.243 7.925 0.2847 -0.0387 0.0190 -0.139
O -3.327 3.015 6.693 0.3459 -0.0270 -0.0380 -0.168
H -5.068 3.297 7.738 0.1072 -0.0107 -0.0737 0.080
H -3.789 2.420 8.613 -0.1233 0.0824 0.1383 0.074
H -3.656 4.186 8.360 -0.1665 -0.0231 0.1715 0.083
H -2.381 2.971 6.886 -0.2049 -0.2235 0.0435 0.061
```
Forces are in eV/Å.

Summary:
Charge: +1
HOMO-LUMO gap (eV): 8.8
Lowest unoccupied orbital energy (hartree): -0.07737
E_HOMO (eV): -10.9